Entry from OMol25: a cluster of 3 separate species, C6H14NO in total (the ωB97M-V functional and the def2-TZVPD basis).

Results
Highest occupied orbital energy (eV): -12.32
Energy (Ha): -366.407015
HOMO-LUMO gap (eV): 4.6
Charge: +1
2S+1: 1

```
22
C6H14NO the ωB97M-V functional and the def2-TZVPD basis
C 0.107 1.154 0.956
O -2.404 -1.757 -0.143
C -1.152 0.891 0.043
C 1.380 1.092 0.107
C 1.725 -0.251 -0.510
C 1.585 -0.435 -1.873
C 1.727 -1.328 0.379
N -2.245 0.637 0.858
H -0.031 0.377 1.716
H 0.052 2.122 1.470
H -2.550 -0.920 0.370
H -0.876 -0.088 -0.512
H 1.304 1.802 -0.715
H 2.182 1.408 0.792
H 1.575 0.406 -2.550
H 1.809 -1.441 -2.209
H 1.941 -1.197 1.436
H -0.603 -0.939 0.591
H 1.972 -2.309 -0.048
H -3.218 -2.263 -0.272
H -2.981 1.338 0.788
H -1.298 1.703 -0.676
```